[1]
{
  "formula": "C5H7NO",
  "method": "wB97M-V/def2-TZVPD",
  "e_tot_ha": -324.67055,
  "fmax_ev_per_a": 0.42,
  "homo_ev": -9.8,
  "lumo_energy_ev": 0.967,
  "molar_mass_g_mol": 97.12,
  "smiles": "[H]/N=C1\\OC[C@H]2C[C@@H]12",
  "gap_ev": 10.807,
  "species": ["H", "N", "C", "O", "C", "C", "C", "C", "H", "H", "H", "H", "H", "H"],
  "coordinates": [[-2.644307, -1.613123, -0.669468], [-2.468007, -0.652568, -0.368174], [-1.225309, -0.505664, -0.202374], [-0.317693, -1.510116, -0.406529], [0.997976, -0.965386, -0.285006], [0.870531, 0.228338, 0.651433], [0.602293, 1.496050, -0.093051], [-0.550888, 0.669066, 0.439850], [1.305345, -0.648750, -1.290147], [1.681498, -1.740968, 0.061593], [1.263395, 0.144071, 1.658310], [0.862142, 1.520059, -1.149489], [0.744160, 2.447383, 0.415610], [-1.121135, 1.131609, 1.237443]],
  "forces_ev_per_a": [[-0.10, 0.14, -0.07], [0.33, -0.03, 0.03], [-0.31, 0.14, 0.01], [-0.12, 0.02, -0.22], [0.23, 0.03, 0.02], [0.14, -0.12, 0.08], [0.01, 0.09, -0.10], [-0.18, -0.13, 0.19], [0.16, -0.04, 0.20], [-0.20, 0.03, 0.07], [0.23, 0.29, -0.21], [-0.18, -0.07, 0.18], [-0.09, -0.22, -0.08], [0.07, -0.14, -0.09]],
  "lowdin_charge": [0.06, 0.15, -0.42, -0.02, -0.13, -0.21, -0.05, -0.14, 0.13, 0.13, 0.14, 0.11, 0.11, 0.14]
}

***

[2]
{
  "formula": "C2H9NOS2",
  "method": "wB97M-V/def2-TZVPD",
  "e_tot_ha": -1007.87277,
  "fmax_ev_per_a": 6.34,
  "homo_ev": -8.8,
  "lumo_energy_ev": 0.207,
  "molar_mass_g_mol": 127.23,
  "smiles": "NCCSS.O",
  "gap_ev": 8.987,
  "species": ["N", "C", "C", "S", "S", "H", "H", "H", "H", "H", "H", "H", "O", "H", "H"],
  "coordinates": [[1.949090, -0.013929, 0.653918], [0.788168, -0.485158, -0.211826], [-0.351306, -1.195577, 0.483295], [-0.697907, -0.761536, 2.326498], [-2.245138, 0.688333, 2.632956], [1.625208, -0.578470, 1.505991], [2.762926, -0.696223, 0.490268], [1.166488, -1.214168, -0.766514], [0.506842, 0.380866, -0.782204], [-0.189303, -2.442362, 0.436577], [-1.118507, -0.888768, -0.015132], [-1.493310, 1.481867, 3.348282], [-1.070802, 1.575457, -3.223880], [-0.312764, 2.167364, -2.842671], [-1.319684, 1.982303, -4.035556]],
  "forces_ev_per_a": [[-0.18, -3.81, 1.81], [0.80, 2.62, 2.64], [4.09, -3.05, 3.77], [-0.20, -0.49, -0.52], [0.22, -1.39, -1.10], [0.84, 1.93, -0.34], [-1.10, 1.54, -0.49], [1.47, -2.70, -3.31], [-0.62, 0.10, -0.34], [-0.67, 3.59, 0.43], [-5.33, 0.97, -2.90], [0.66, 0.70, 0.32], [2.46, 1.05, 2.20], [-2.22, -1.64, -1.20], [-0.23, 0.58, -0.98]],
  "lowdin_charge": [-0.04, -0.33, -0.45, 0.39, 0.30, 0.01, 0.08, 0.05, 0.09, 0.16, -0.02, -0.24, -0.09, 0.09, 0.00]
}

***

[3]
{
  "formula": "C3H5N3O",
  "method": "wB97M-V/def2-TZVPD",
  "e_tot_ha": -356.81483,
  "fmax_ev_per_a": 0.35,
  "homo_ev": -10.0,
  "lumo_energy_ev": 0.761,
  "molar_mass_g_mol": 99.09,
  "smiles": "OCc1nc[nH]n1",
  "gap_ev": 10.763,
  "species": ["O", "C", "C", "N", "C", "N", "N", "H", "H", "H", "H", "H"],
  "coordinates": [[2.100147, 0.542794, -1.079159], [1.728263, -0.165662, 0.077074], [0.230999, -0.135275, 0.209050], [-0.540214, -0.689304, 1.183305], [-1.760608, -0.385571, 0.790937], [-1.719588, 0.321592, -0.350863], [-0.447258, 0.483917, -0.737600], [1.285758, 0.956564, -1.409731], [2.204055, 0.266759, 0.969107], [2.069546, -1.208216, 0.006551], [-2.688202, -0.651408, 1.279136], [-2.462900, 0.663810, -0.937807]],
  "forces_ev_per_a": [[0.09, 0.10, -0.05], [-0.10, -0.17, 0.28], [0.11, 0.11, -0.23], [-0.08, 0.09, -0.18], [-0.06, -0.01, -0.02], [-0.23, -0.09, 0.07], [0.05, -0.10, 0.17], [0.32, -0.04, -0.12], [-0.16, -0.04, -0.10], [-0.09, 0.16, -0.01], [0.15, 0.02, 0.00], [-0.01, -0.04, 0.18]],
  "lowdin_charge": [-0.07, -0.20, -0.35, 0.13, -0.17, 0.01, 0.08, 0.06, 0.12, 0.12, 0.12, 0.15]
}

***

[4]
{
  "formula": "C32H28N4O8S3Si2Tc",
  "method": "wB97M-V/def2-TZVPD",
  "e_tot_ha": -3911.74470,
  "fmax_ev_per_a": 2.37,
  "homo_ev": [-2.3, -2.2],
  "lumo_energy_ev": [3.921, 3.921],
  "molar_mass_g_mol": 846.97,
  "s_squared": 0.767,
  "gap_ev": [6.178, 6.130],
  "spin_multiplicity": 2,
  "charge": -2,
  "species": ["Tc", "C", "Si", "C", "C", "C", "C", "C", "C", "C", "C", "N", "Si", "C", "C", "C", "H", "H", "H", "H", "H", "H", "H", "H", "H", "H", "H", "H", "H", "H", "H", "H", "H", "H", "H", "H", "H", "H", "O", "C", "C", "O", "C", "C", "O", "C", "O", "O", "S", "C", "C", "C", "C", "N", "C", "C", "C", "S", "C", "N", "H", "H", "O", "C", "N", "S", "O", "O", "C", "C", "C", "C", "C", "C", "H", "H", "H", "H"],
  "coordinates": [[0.390539, -0.040313, 0.042482], [-1.928358, 2.219073, 2.519756], [-2.743755, 0.855067, 1.527420], [-4.466260, 1.594817, 1.236996], [-3.068734, -0.612911, 2.655063], [-1.912575, 0.287936, -0.110677], [-2.056793, -1.172711, -0.278413], [-3.165133, -2.020909, -0.262849], [-2.985688, -3.352897, -0.578637], [-1.716935, -3.822600, -0.902664], [-0.657408, -2.940475, -0.860449], [-0.840119, -1.658758, -0.550295], [-2.539318, 0.896181, -1.816291], [-2.077316, -0.343283, -3.161518], [-4.434740, 0.821460, -1.937075], [-2.140690, 2.637361, -2.371462], [-2.423855, 2.237748, 3.495019], [-2.069523, 3.188705, 2.038008], [-0.862934, 2.088893, 2.686523], [-4.830173, 1.929162, 2.214166], [-5.189525, 0.882603, 0.835805], [-4.440382, 2.466952, 0.579812], [-3.330966, -0.231922, 3.646095], [-2.182780, -1.236789, 2.767214], [-3.899522, -1.228652, 2.302621], [-4.139163, -1.623984, -0.014737], [-3.832744, -4.028814, -0.580452], [-1.543873, -4.858528, -1.157218], [0.354115, -3.246465, -1.081351], [-2.735841, -1.215243, -3.102423], [-1.045911, -0.680622, -3.107340], [-2.221957, 0.121879, -4.141385], [-4.841049, -0.150357, -1.649550], [-4.681807, 0.974949, -2.993029], [-4.946622, 1.589548, -1.362208], [-1.089856, 2.751335, -2.637889], [-2.361938, 3.366110, -1.589914], [-2.754335, 2.863827, -3.249859], [2.200132, 1.617367, 5.720312], [1.909593, 1.193183, 4.627744], [2.692091, 1.426707, 3.337579], [3.797238, 1.921393, 3.255905], [1.818648, 0.908664, 2.283274], [0.727138, 0.236861, 2.833671], [-0.097718, -0.396331, 2.056833], [0.682128, 0.362378, 4.278778], [-0.141110, -0.065793, 5.067619], [1.949706, 0.999420, 1.006965], [1.079390, 0.455702, -2.149077], [1.556768, 2.127199, -2.117565], [2.361858, 2.647065, -3.126885], [2.709214, 3.992265, -3.150955], [3.513690, 4.498634, -4.224692], [4.145353, 4.894572, -5.102027], [2.245642, 4.838628, -2.128687], [1.440810, 4.326011, -1.121817], [1.066820, 2.979895, -1.108041], [-0.070155, 2.383895, 0.039268], [2.597683, 6.230887, -2.113815], [2.879843, 7.346527, -2.098355], [2.718662, 1.987438, -3.907259], [1.092712, 4.979973, -0.332752], [3.172818, -1.633778, -1.682628], [2.875328, -2.112659, -0.611429], [1.893222, -1.691697, 0.267582], [1.824625, -2.668164, 1.604626], [0.551718, -3.333060, 1.699051], [2.341312, -2.034009, 2.784455], [3.056222, -3.810613, 1.066149], [3.557764, -4.924251, 1.714955], [4.624218, -5.578267, 1.114634], [5.167710, -5.113565, -0.084904], [4.649128, -3.990088, -0.712084], [3.580410, -3.347120, -0.110691], [3.134521, -5.266988, 2.649822], [5.047580, -6.455871, 1.587808], [6.010466, -5.634668, -0.522497], [5.050743, -3.605110, -1.640168]],
  "forces_ev_per_a": [[-0.57, 2.26, -0.41], [0.06, 0.04, -0.05], [0.02, -0.02, 0.00], [-0.01, 0.01, -0.03], [0.01, -0.06, -0.03], [0.16, -0.30, 0.17], [0.11, -0.31, 0.02], [-0.01, 0.06, 0.04], [0.03, 0.00, -0.02], [-0.03, 0.01, -0.01], [-0.02, 0.04, -0.11], [0.07, -0.38, -0.05], [0.06, 0.01, 0.03], [0.03, -0.05, 0.00], [-0.01, -0.01, 0.05], [0.06, 0.05, -0.01], [-0.03, -0.01, 0.00], [-0.01, 0.00, 0.02], [-0.01, 0.01, 0.03], [-0.01, -0.02, 0.00], [-0.01, -0.01, -0.03], [0.00, 0.01, 0.01], [0.01, 0.02, 0.00], [-0.01, 0.01, 0.01], [-0.02, 0.00, 0.01], [-0.01, 0.00, 0.02], [0.00, 0.00, 0.00], [-0.01, 0.00, 0.00], [0.02, -0.01, 0.02], [-0.01, 0.00, -0.01], [-0.02, 0.00, -0.04], [-0.03, 0.02, 0.01], [-0.01, -0.01, 0.02], [0.02, -0.02, -0.01], [-0.02, 0.04, 0.00], [-0.04, 0.00, -0.03], [-0.02, 0.00, -0.03], [-0.01, -0.02, -0.02], [0.04, -0.06, 0.02], [-0.03, 0.02, -0.05], [-0.06, -0.06, 0.03], [-0.01, 0.09, -0.02], [-0.17, 0.20, 0.04], [-0.09, 0.04, -0.10], [0.11, -0.11, 0.18], [0.08, 0.05, 0.04], [-0.03, 0.02, -0.02], [0.62, -0.83, 0.00], [0.05, -0.16, 0.08], [-0.07, -0.03, 0.00], [0.01, 0.02, 0.00], [0.00, -0.01, -0.03], [-0.02, 0.01, 0.04], [0.01, -0.01, 0.00], [0.03, 0.08, 0.00], [-0.07, -0.05, 0.06], [0.16, 0.00, -0.12], [-0.06, -0.25, 0.17], [0.03, -0.07, -0.02], [-0.03, 0.02, 0.00], [0.00, 0.00, 0.00], [-0.01, 0.01, -0.01], [0.00, 0.06, -0.06], [-0.13, 0.03, 0.19], [-0.07, -0.36, 0.04], [-0.12, 0.11, 0.00], [0.03, -0.07, -0.03], [0.01, -0.05, 0.00], [0.12, 0.03, 0.08], [-0.05, -0.03, -0.04], [0.00, 0.00, -0.02], [-0.01, 0.00, 0.02], [-0.03, -0.04, -0.01], [0.01, 0.03, -0.04], [0.01, 0.02, 0.01], [0.01, 0.00, 0.00], [-0.01, -0.01, -0.01], [0.01, 0.01, 0.00]],
  "mulliken_spin": [0.90, 0.00, 0.00, 0.00, 0.00, 0.00, -0.04, -0.01, 0.00, 0.00, -0.01, -0.02, -0.03, 0.00, 0.00, 0.02, 0.00, 0.00, 0.00, 0.00, 0.00, 0.00, 0.00, 0.00, 0.00, 0.00, 0.00, 0.00, 0.00, 0.00, 0.00, 0.00, 0.00, 0.00, 0.00, 0.00, 0.00, 0.00, 0.01, 0.00, 0.00, 0.01, 0.02, -0.02, 0.03, 0.00, 0.00, 0.00, 0.09, -0.02, 0.03, -0.02, 0.01, 0.00, 0.02, 0.00, 0.03, -0.03, 0.00, 0.01, 0.00, 0.00, 0.01, 0.01, 0.01, 0.00, 0.00, 0.00, 0.00, 0.00, 0.00, 0.00, 0.00, 0.00, 0.00, 0.00, 0.00, 0.00]
}